# 1
A single C20H24ClN3O3S molecule. Source: the Open Molecules 2025 dataset; level of theory: ωB97M-V with the def2-TZVPD basis set.

The max |F| is 0.38 eV/Å. Its SMILES is COCc1csc(C(=O)N2CCC[C@@H](NC(=O)c3ccc(Cl)c(N)c3)[C@@H]2C)c1. The molar mass comes out at 421.95 g/mol. The calculation puts the gap between HOMO and LUMO at 8.8630 eV. Its relative energy (zero: lowest compared OMol25 entry of this formula, charge and spin) is 6.61 kJ/mol. Its HOMO energy is -8.38 eV.

CARTESIAN COORDINATES (ANGSTROEM)
C  -3.82  3.33  6.84
O  -3.62  2.49  5.72
C  -4.33  2.95  4.59
C  -4.02  2.07  3.43
C  -4.94  1.30  2.77
S  -4.25  0.41  1.49
C  -2.69  1.06  1.82
C  -1.51  0.73  0.99
O  -0.59  1.52  0.88
N  -1.61  -0.46  0.27
C  -1.57  -1.68  1.10
C  -0.15  -2.01  1.53
C  0.75  -2.16  0.31
C  0.68  -0.92  -0.58
N  1.44  -1.13  -1.80
C  2.79  -0.99  -1.83
O  3.44  -0.70  -0.83
C  3.45  -1.21  -3.16
C  2.90  -2.01  -4.16
C  3.58  -2.15  -5.36
C  4.78  -1.51  -5.56
Cl  5.62  -1.72  -7.07
C  5.36  -0.71  -4.57
N  6.54  -0.03  -4.78
C  4.66  -0.58  -3.37
C  -0.78  -0.60  -0.94
C  -0.93  0.60  -1.86
C  -2.72  1.93  2.87
H  -3.24  2.91  7.67
H  -3.47  4.35  6.64
H  -4.87  3.36  7.13
H  -5.41  2.95  4.79
H  -4.04  3.99  4.37
H  -5.99  1.22  2.99
H  -2.23  -1.54  1.96
H  -1.99  -2.50  0.50
H  0.22  -1.20  2.17
H  -0.15  -2.92  2.13
H  1.79  -2.33  0.60
H  0.42  -3.03  -0.27
H  1.11  -0.07  -0.06
H  0.96  -1.26  -2.67
H  1.97  -2.55  -4.01
H  3.18  -2.78  -6.15
H  7.04  0.26  -3.96
H  7.13  -0.38  -5.52
H  5.08  0.02  -2.56
H  -1.19  -1.48  -1.45
H  -0.58  0.36  -2.87
H  -1.98  0.88  -1.94
H  -0.37  1.46  -1.51
H  -1.84  2.44  3.22

---

# 2
A single C5H8O molecule at a distorted geometry. Source: the Open Molecules 2025 dataset; level of theory: ωB97M-V with the def2-TZVPD basis set.

The max |F| is 1.35 eV/Å. Its SMILES is CC(=O)C1CC1. The molar mass comes out at 84.12 g/mol. The calculation puts the gap between HOMO and LUMO at 10.6907 eV. Its relative energy (zero: lowest compared OMol25 entry of this formula, charge and spin) is 96.78 kJ/mol. Its HOMO energy is -9.64 eV.

CARTESIAN COORDINATES (ANGSTROEM)
C  -2.13  0.17  0.36
C  -0.71  0.60  0.37
O  -0.33  1.61  0.93
C  0.25  -0.36  -0.30
C  1.50  0.27  -0.87
C  1.61  -0.58  0.34
H  -2.47  -0.07  -0.65
H  -1.96  -0.86  0.80
H  -2.81  0.85  0.90
H  -0.17  -1.20  -0.86
H  1.57  1.34  -0.73
H  1.87  -0.12  -1.81
H  2.06  -1.57  0.25
H  1.76  -0.08  1.29

---

# 3
A molecular structure, C41H40N5O4PRu at a distorted geometry. Source: the Open Molecules 2025 dataset; level of theory: ωB97M-V with the def2-TZVPD basis set.

The max |F| is 3.80 eV/Å. The total charge is +2. The molar mass comes out at 798.85 g/mol. The calculation puts the gap between HOMO and LUMO (spin up / spin down) at 7.0018 / 5.0870 eV. Its relative energy (zero: lowest compared OMol25 entry of this formula, charge and spin) is 0.00 kJ/mol. Its HOMO energy (spin up / spin down) is -13.00 / -12.97 eV. The multiplicity is 5.

CARTESIAN COORDINATES (ANGSTROEM)
Ru  -1.64  -0.19  0.73
O  -3.86  -1.82  0.63
C  -2.86  -1.68  1.33
C  -2.34  -2.64  2.25
C  -2.92  -3.89  2.56
C  -2.36  -4.78  3.39
C  -1.05  -4.51  3.96
C  -0.42  -3.33  3.65
C  -1.07  -2.35  2.87
P  -0.52  -0.65  2.71
C  1.28  -0.74  3.14
C  1.83  -0.41  4.39
C  3.22  -0.45  4.61
C  4.06  -0.68  3.54
C  3.53  -1.09  2.32
C  2.13  -1.21  2.16
C  -1.11  0.53  3.98
C  -0.63  1.84  3.97
C  -1.18  2.80  4.75
C  -2.15  2.50  5.66
C  -2.59  1.19  5.69
C  -2.07  0.17  4.89
H  -3.87  -4.16  2.04
H  -2.98  -5.63  3.63
H  -0.71  -5.29  4.59
H  0.57  -3.03  4.02
H  1.20  -0.17  5.27
H  3.61  -0.32  5.64
H  5.14  -0.71  3.58
H  4.20  -1.30  1.41
H  1.77  -1.78  1.31
H  0.20  2.15  3.38
H  -0.74  3.78  4.77
H  -2.41  3.28  6.34
H  -3.42  0.98  6.31
H  -2.46  -0.84  4.99
C  0.52  1.46  -5.94
O  0.88  0.35  -5.06
C  2.14  0.53  -4.53
C  3.26  1.01  -5.20
C  4.48  1.17  -4.58
C  4.64  0.79  -3.23
C  3.53  0.36  -2.51
C  2.29  0.23  -3.15
N  1.29  -0.48  -2.46
C  0.62  -0.06  -1.34
N  1.07  1.05  -0.70
C  0.24  1.99  -0.11
C  -0.97  1.73  0.52
C  -1.74  2.80  0.95
C  -1.34  4.12  0.62
C  -0.06  4.43  0.15
C  0.71  3.31  -0.26
O  1.77  3.48  -1.09
C  2.75  4.52  -0.81
N  -0.25  -0.96  -0.87
C  -0.57  -2.15  -1.60
C  -0.17  -3.43  -1.21
C  -0.31  -4.54  -2.04
C  -1.06  -4.47  -3.19
C  -1.62  -3.22  -3.55
C  -1.36  -2.08  -2.80
O  -1.71  -0.81  -3.15
C  -2.31  -0.52  -4.38
H  -0.55  1.61  -5.89
H  0.67  1.21  -7.02
H  1.09  2.36  -5.69
H  3.29  1.25  -6.24
H  5.33  1.57  -5.11
H  5.63  0.82  -2.74
H  3.65  0.04  -1.48
H  0.73  -1.15  -3.03
H  1.92  1.51  -1.08
H  -2.60  2.66  1.63
H  -2.13  4.85  0.64
H  0.25  5.50  -0.04
H  3.57  4.29  -1.48
H  3.08  4.61  0.21
H  2.33  5.48  -1.06
H  0.42  -3.59  -0.32
H  0.02  -5.50  -1.63
H  -1.24  -5.37  -3.78
H  -2.36  -3.23  -4.40
H  -1.82  -1.03  -5.27
H  -2.08  0.58  -4.61
H  -3.39  -0.68  -4.32
N  -3.25  1.55  -1.59
N  -3.31  0.42  -0.64
H  -2.27  1.55  -1.84
H  -3.43  2.34  -0.96
H  -3.60  -0.40  -1.18
H  -4.10  0.56  -0.02

---

- Among the records above, which one has the highest relative energy (zero: lowest compared OMol25 entry of this formula, charge and spin)?
  C5H8O